Entry from OMol25: a structure of composition C5H3IrO3 in a non-equilibrium geometry (ωB97M-V/def2-TZVPD).

Geometry as ORCA input:
```
! wB97M-V def2-TZVPD RIJCOSX def2/J DEFGRID3
* xyz 2 5
C -1.07842 -0.19390 -0.20408
C -1.91755 0.75970 -0.40096
O -2.62568 1.67569 -0.60894
C -0.74258 -1.64567 -0.17732
C -0.04806 -0.73226 0.78452
O 1.24740 -0.40311 0.65753
C 2.34285 3.27989 -0.13588
O 2.50536 2.19513 -0.43825
Ir 2.38118 0.17334 -0.48108
H -1.50432 -2.33357 0.19871
H -0.14430 -2.02232 -1.01277
H -0.41587 -0.75293 1.81851
*
```

Summary:
* ΔE to the lowest compared entry with this formula, charge and spin: 0.000 eV
* gap between HOMO and LUMO (spin up / spin down): 9.57 / 6.75 eV
* E_tot: -521.33511 hartree



Entry from OMol25: a cluster of 2 separate species, CH2NO3S2 in total in a non-equilibrium geometry (ωB97M-V/def2-TZVPD).

Geometry as ORCA input:
```
! wB97M-V def2-TZVPD RIJCOSX def2/J DEFGRID3
* xyz -1 1
C 0.37502 1.46213 0.43613
N -0.56161 0.44003 0.31351
O -0.82022 -1.76704 -1.46413
O 0.95264 -2.85975 -0.07441
O 1.16222 1.65134 -0.46835
S 0.37202 2.27447 1.85944
S 0.55814 -1.69918 -0.90606
H -0.64378 0.01621 -0.55962
H -1.39443 0.48178 0.86346
*
```

Summary:
* ΔE to the lowest compared entry with this formula, charge and spin: 0.708 eV
* gap between HOMO and LUMO: 5.25 eV
* E_tot: -1116.21606 hartree



Entry from OMol25: an isolated molecule of C25H32ClNO4 (ωB97M-V/def2-TZVPD).

Geometry as ORCA input:
```
! wB97M-V def2-TZVPD RIJCOSX def2/J DEFGRID3
* xyz 0 1
C 0.38167 -3.37293 -0.54486
C -0.65536 -3.00251 0.50657
O -0.51151 -1.65455 0.95645
C 0.50312 -1.40252 1.78525
O 1.29908 -2.23870 2.13185
C 0.51833 0.02959 2.30648
C 0.01019 -0.06451 3.76967
C -1.32561 -0.74426 3.85579
C -2.50728 -0.02065 3.74982
C -3.73692 -0.65382 3.77306
C -3.78781 -2.03114 3.90550
Cl -5.32070 -2.83408 3.92553
C -2.62452 -2.77266 4.03054
C -1.40348 -2.12431 4.00856
C -0.34196 0.98945 1.48392
C 0.25727 1.23699 0.10034
N 1.60514 1.74794 0.23327
C 2.11815 2.40805 -0.95317
C 3.41967 3.14583 -0.63370
C 2.29800 1.49187 -2.19898
C 1.10428 1.52705 -3.10917
C 0.80752 2.68850 -3.80747
C -0.29917 2.76015 -4.63426
C -1.13530 1.66665 -4.77388
O -2.22671 1.73824 -5.58238
C -0.84423 0.48414 -4.07572
O -1.74443 -0.54028 -4.28781
C -1.58706 -1.72384 -3.54985
C 0.27052 0.42316 -3.25967
C 2.44649 0.75253 0.86156
C 1.96744 0.53079 2.29572
H 0.16968 -4.36579 -0.93089
H 1.37464 -3.37046 -0.10274
H 0.35778 -2.66275 -1.36768
H -1.66834 -3.05246 0.10179
H -0.56897 -3.67179 1.36850
H -0.05133 0.94578 4.17726
H 0.74549 -0.62943 4.34576
H -2.46987 1.05414 3.65315
H -4.64947 -0.08469 3.68868
H -2.67652 -3.84403 4.14684
H -0.49587 -2.70110 4.11127
H -1.35262 0.59631 1.37567
H -0.38782 1.94314 2.01278
H -0.34842 1.97429 -0.43189
H 0.22847 0.29800 -0.47431
H 1.36527 3.16658 -1.20294
H 3.61839 3.88572 -1.40489
H 4.26712 2.46602 -0.59200
H 3.32816 3.65552 0.32176
H 3.17053 1.83998 -2.75497
H 2.50053 0.47160 -1.87101
H 1.45231 3.54888 -3.70955
H -0.53246 3.65944 -5.18104
H -2.67708 0.88360 -5.54533
H -0.64979 -2.23143 -3.80113
H -2.42426 -2.36164 -3.83024
H -1.62519 -1.52872 -2.47314
H 0.50916 -0.48844 -2.73320
H 3.47655 1.10593 0.88237
H 2.42452 -0.21605 0.32804
H 2.02445 1.47517 2.83787
H 2.61015 -0.20152 2.78624
*
```

Summary:
* structure (SMILES): CCOC(=O)C1(Cc2ccc(Cl)cc2)CCN([C@@H](C)Cc2ccc(O)c(OC)c2)CC1
* ΔE to the lowest compared entry with this formula, charge and spin: 0.039 eV
* gap between HOMO and LUMO: 8.55 eV
* E_tot: -1787.77239 hartree



Entry from OMol25: a structure of composition C20H29NdO4 in a non-equilibrium geometry (ωB97M-V/def2-TZVPD).

Geometry as ORCA input:
```
! wB97M-V def2-TZVPD RIJCOSX def2/J DEFGRID3
* xyz 0 4
O 0.72819 0.08844 -2.77546
C 0.66396 1.19279 -3.80735
C 0.59723 0.32635 -5.04823
H 1.55550 1.85105 -3.77524
H -0.28676 1.77091 -3.75890
C 0.60520 -0.76861 -3.96946
H 1.47705 0.36813 -5.70311
H -0.33707 0.44100 -5.62843
C 1.81051 -1.62424 -4.26910
H 2.69943 -1.01680 -4.06150
H 1.76577 -1.92580 -5.34691
H 1.83115 -2.55446 -3.68020
C -0.61769 -1.64928 -4.05888
H -1.52750 -1.16494 -3.69426
H -0.53734 -2.57260 -3.46579
H -0.71090 -1.94365 -5.11633
Nd 0.27676 -0.38365 2.05767
C -1.69192 -0.74479 3.98960
C -1.49796 0.67167 3.99565
C -1.97253 1.19149 2.75962
H -1.16835 1.26291 4.86063
C -2.47060 0.08750 1.98203
C -2.29745 -1.10790 2.73981
H -2.69129 -2.09451 2.45847
H -1.50845 -1.41643 4.83802
H -2.05109 2.25277 2.48633
H -3.00315 0.16398 1.02307
C 1.04488 -2.19788 3.95631
C 0.33140 -2.93754 2.95807
C 1.12049 -2.95319 1.76065
H -0.61942 -3.47071 3.09741
C 2.33205 -2.22080 2.02281
C 2.27844 -1.75262 3.38023
H 3.08382 -1.22968 3.91072
H 0.75392 -2.07166 5.00848
H 0.88093 -3.50787 0.84086
H 3.17821 -2.09668 1.33289
O 0.42228 1.29076 -0.08001
C -0.77325 0.68293 -0.59324
C -1.79484 1.76851 -0.79305
H -1.08045 -0.25755 -0.08521
H -0.50002 0.35727 -1.58061
C -0.86518 2.84577 -1.34965
H -2.22747 2.04682 0.16424
H -2.59962 1.53706 -1.47249
C 0.36663 2.71192 -0.42288
H -1.36712 3.77813 -1.30810
H -0.57615 2.57776 -2.39981
H 0.21082 3.30826 0.51796
H 1.32507 2.98174 -0.86984
O 2.25959 2.86185 4.50102
C 1.37299 2.04935 4.25643
O 1.30607 1.17788 3.26654
H 0.49525 2.01887 4.94847
*
```

Summary:
* gap between HOMO and LUMO (spin up / spin down): 8.05 / 8.07 eV
* E_tot: -1641.81375 hartree



Entry from OMol25: a structure of composition C25H41BClFIN3O7 in a non-equilibrium geometry (ωB97M-V/def2-TZVPD).

Geometry as ORCA input:
```
! wB97M-V def2-TZVPD RIJCOSX def2/J DEFGRID3
* xyz 0 1
C 6.75575 -1.47655 2.76924
C 7.58430 -2.50074 2.04780
O 8.29094 -3.26330 2.65214
N 7.53130 -2.50441 0.64195
C 6.23464 -3.00875 0.10919
C 5.82868 -2.23108 -1.16138
C 4.91303 -1.05371 -0.84028
C 3.40439 -1.41501 -0.83050
C 2.59783 -0.29772 -1.49312
C 2.65715 -0.46743 -3.01821
C 1.71829 -1.54977 -3.46617
O 1.98436 -2.71276 -3.38335
O 1.22367 -0.29560 -1.17665
C 0.91290 -0.16803 0.23638
B 0.31245 -1.58359 0.66953
O -0.61849 -2.23645 -0.05636
O 0.79369 -2.17226 1.82476
C -0.13859 0.98650 0.36252
N -0.53456 1.05066 1.76279
C 0.61506 2.27687 -0.06199
C 0.59491 3.45561 0.90724
C 1.52187 3.31220 2.12263
F -0.67146 3.83055 1.30675
O -1.14575 0.57936 -0.53946
C -2.38079 1.16232 -0.65728
Cl -3.13685 0.20315 -2.00001
I -2.43464 3.20751 -1.41699
C -3.36447 1.11283 0.52788
C -3.94775 -0.23529 0.87833
C -3.28733 -1.18121 1.66591
C -3.87360 -2.40315 1.98093
C -5.15329 -2.73716 1.52283
C -5.76806 -4.05032 1.88425
C -5.81991 -1.79254 0.73890
C -5.23415 -0.56800 0.43853
H 6.53282 -1.85916 3.75616
H 5.81915 -1.28043 2.25836
H 7.32688 -0.55585 2.82640
H 8.23615 -3.19381 0.39651
H 6.28795 -4.06856 -0.11964
H 5.48210 -2.81293 0.86556
H 6.74869 -1.81012 -1.56234
H 5.41567 -2.87807 -1.93027
H 5.05683 -0.31127 -1.62697
H 5.20578 -0.55458 0.08017
H 3.12429 -1.57165 0.21051
H 3.29741 -2.35860 -1.35335
H 3.10014 0.65219 -1.27905
H 2.42641 0.46126 -3.53430
H 3.65193 -0.78777 -3.31831
H 0.75342 -1.25718 -3.90637
H 1.79521 0.10192 0.81071
H -0.70300 -1.88619 -0.95098
H 0.08044 -2.65574 2.25931
H 0.25379 0.82141 2.35463
H -1.26119 0.38752 1.98950
H 1.66575 2.04818 -0.19486
H 0.28197 2.60114 -1.04073
H 0.98485 4.30118 0.33709
H 0.93729 3.09898 3.00979
H 2.22477 2.50566 1.93058
H 2.07867 4.22985 2.26100
H -2.94445 1.57690 1.41647
H -4.20034 1.73830 0.23257
H -2.30282 -0.99218 2.06930
H -3.36448 -3.12381 2.60606
H -6.21765 -4.00363 2.87620
H -5.03537 -4.84962 1.91624
H -6.56708 -4.32160 1.20217
H -6.81175 -2.01963 0.37581
H -5.75988 0.15237 -0.17258
O -6.40282 3.65346 -1.57708
C -6.58462 4.62436 -2.28363
N -5.64156 5.59854 -2.41054
C -7.85794 4.82926 -3.07076
H -5.76073 6.41223 -2.98268
H -4.78493 5.48425 -1.89610
H -8.69759 4.85668 -2.37916
H -7.98829 3.99074 -3.75193
H -7.84740 5.75325 -3.64814
*
```

Summary:
* gap between HOMO and LUMO: 9.00 eV
* E_tot: -2550.85186 hartree